No. 1
Molecular formula: C38H37BO2
Method: DFT, the ωB97M-V functional and the def2-TZVPD basis

2S+1 = 1
HOMO-LUMO gap = 0.1360 Eh
highest occupied orbital energy = -7.04 eV

Last column: Löwdin charge in e.
Geometry (Å):
C: -0.050 -3.653 0.879  -0.03
C: -0.902 -2.480 0.407  -0.45
C: -1.955 -3.112 -0.475  -0.02
C: -1.501 -1.656 1.624  -0.46
C: -3.012 -1.527 1.630  -0.03
C: -1.258 -2.198 3.038  -0.03
O: -1.048 -0.326 1.419  0.04
B: -0.526 -0.089 0.067  -0.69
C: 1.023 0.586 0.238  -0.09
C: 2.072 0.259 -0.606  -0.06
C: 3.250 1.044 -0.651  -0.07
C: 3.450 2.061 0.282  -0.10
C: 2.500 2.204 1.301  -0.10
C: 1.306 1.446 1.287  -0.08
C: 2.085 -1.361 2.836  0.30
C: 3.165 -1.651 2.020  -0.24
C: 4.362 -0.913 2.238  0.01
C: 5.525 -1.249 1.577  -0.05
C: 5.565 -2.309 0.660  -0.01
C: 4.353 -2.930 0.315  -0.04
C: 3.148 -2.544 0.884  0.04
O: -0.272 -1.478 -0.410  0.04
H: -0.694 -4.379 1.412  0.10
H: 0.369 -4.189 0.016  0.10
H: 0.736 -3.368 1.585  0.04
H: -2.616 -3.803 0.052  0.09
H: -2.523 -2.339 -0.987  0.06
H: -1.439 -3.692 -1.231  0.09
H: -3.471 -2.459 1.946  0.08
H: -3.308 -0.788 2.379  0.10
H: -3.379 -1.186 0.662  0.07
H: -1.860 -3.111 3.179  0.10
H: -0.237 -2.446 3.270  0.03
H: -1.593 -1.431 3.749  0.10
H: 2.024 -0.591 -1.288  0.12
H: 3.990 0.895 -1.448  0.10
H: 4.342 2.706 0.248  0.10
H: 2.649 2.957 2.083  0.10
H: 0.598 1.597 2.095  0.12
H: 2.055 -0.392 3.345  0.11
H: 1.309 -2.084 2.971  0.05
H: 4.299 -0.075 2.936  0.13
H: 6.427 -0.708 1.828  0.11
H: 6.516 -2.631 0.218  0.12
H: 4.381 -3.745 -0.408  0.12
H: 2.206 -2.863 0.412  0.11
C: -1.350 1.192 -0.679  -0.04
C: -2.713 1.784 -0.135  -0.08
C: -3.925 1.089 -0.279  -0.05
C: -5.127 1.515 0.305  -0.08
C: -5.237 2.805 0.822  -0.11
C: -4.089 3.587 0.846  -0.09
C: -2.862 3.085 0.372  -0.03
C: -0.413 2.401 -1.085  -0.08
C: 0.179 2.127 -2.340  -0.13
C: 1.181 2.917 -2.916  -0.02
C: 1.475 4.130 -2.304  -0.10
C: 0.887 4.469 -1.076  -0.07
C: 0.037 3.548 -0.426  -0.06
C: -0.345 0.882 -2.852  -0.14
C: -1.435 0.454 -2.049  -0.08
C: -2.330 -0.445 -2.625  -0.04
C: -2.053 -0.962 -3.897  -0.08
C: -0.856 -0.682 -4.570  -0.09
C: 0.055 0.210 -3.999  -0.02
H: -3.961 0.167 -0.849  0.07
H: -5.998 0.862 0.276  0.10
H: -6.193 3.165 1.206  0.10
H: -4.140 4.604 1.228  0.10
H: -2.028 3.774 0.409  0.07
H: 1.704 2.564 -3.802  0.11
H: 2.166 4.817 -2.776  0.09
H: 1.122 5.419 -0.583  0.10
H: -0.182 3.657 0.644  0.11
H: -3.245 -0.760 -2.135  0.09
H: -2.786 -1.630 -4.343  0.10
H: -0.626 -1.167 -5.522  0.10
H: 1.023 0.423 -4.447  0.11

No. 2
Molecular formula: C3H4N4O
Method: DFT, the ωB97M-V functional and the def2-TZVPD basis

2S+1 = 1
HOMO-LUMO gap = 0.3340 Eh
highest occupied orbital energy = -9.06 eV
SMILES string = [H]/N=C/n1nncc1O

Last column: Löwdin charge in e.
Geometry (Å):
C: 0.020 0.124 0.942  -0.25
C: 0.435 1.568 1.060  -0.08
C: -0.429 -1.120 -1.386  -0.13
H: 0.669 -0.227 2.574  0.21
H: 0.496 2.168 1.887  0.07
H: -0.662 -0.741 -2.472  0.13
H: 0.831 -2.798 -2.065  0.10
N: 0.016 2.065 -0.116  -0.01
N: -0.483 1.105 -0.991  -0.02
N: -0.727 -0.143 -0.284  -0.03
N: 0.484 -2.208 -1.133  0.02
O: 0.435 -0.945 1.755  0.00

No. 3
Molecular formula: C22H33N3O6S
Method: DFT, the ωB97M-V functional and the def2-TZVPD basis

2S+1 = 1
HOMO-LUMO gap = 0.3167 Eh
highest occupied orbital energy = -8.29 eV
SMILES string = CC(C)CNC(=O)COC(=O)c1cc(S(=O)(=O)N2CCCCC2)ccc1N1CCOCC1

Last column: Löwdin charge in e.
Geometry (Å):
C: -2.768 -1.289 3.079  -0.07
H: -3.011 -0.246 3.267  0.07
H: -3.631 -1.775 2.630  0.08
H: -2.552 -1.773 4.029  0.08
C: -1.560 -1.363 2.151  -0.41
C: -0.378 -0.622 2.771  -0.05
H: 0.508 -0.678 2.142  0.06
H: -0.640 0.426 2.893  0.07
H: -0.137 -1.040 3.747  0.08
C: -1.215 -2.826 1.835  -0.14
N: -0.236 -2.935 0.773  0.09
C: -0.599 -3.022 -0.518  -0.47
O: -1.734 -3.191 -0.905  0.07
C: 0.577 -2.823 -1.494  -0.04
H: 1.468 -3.370 -1.172  0.13
H: 0.278 -3.113 -2.501  0.14
O: 0.842 -1.421 -1.540  0.02
C: 1.653 -0.902 -0.610  -0.47
O: 2.363 -1.573 0.110  0.10
C: 1.432 0.553 -0.463  -0.04
C: 0.091 0.897 -0.323  -0.01
C: -0.279 2.152 0.097  -0.26
C: 0.694 3.100 0.373  -0.03
C: 2.026 2.790 0.205  0.01
C: 2.442 1.511 -0.218  -0.14
N: 3.759 1.227 -0.410  -0.08
C: 4.838 1.937 0.239  -0.12
H: 4.456 2.563 1.043  0.12
C: 5.802 0.901 0.842  -0.18
O: 6.289 0.011 -0.131  -0.13
C: 5.229 -0.686 -0.748  -0.18
C: 4.261 0.303 -1.403  -0.11
H: 3.443 -0.219 -1.896  0.12
H: 4.814 0.880 -2.159  0.14
H: 5.683 -1.338 -1.495  0.13
H: 4.687 -1.290 -0.008  0.11
H: 6.675 1.396 1.269  0.13
H: 5.273 0.342 1.629  0.13
H: 5.379 2.558 -0.487  0.14
H: 2.763 3.556 0.386  0.11
H: 0.388 4.082 0.697  0.12
S: -2.006 2.479 0.431  0.68
O: -2.302 3.832 0.048  -0.28
O: -2.274 2.097 1.789  -0.29
N: -2.737 1.364 -0.568  -0.26
C: -3.981 0.769 -0.127  -0.19
C: -4.224 -0.519 -0.911  -0.17
C: -4.252 -0.211 -2.407  -0.19
C: -2.953 0.482 -2.814  -0.17
C: -2.745 1.735 -1.965  -0.21
H: -1.785 2.208 -2.184  0.12
H: -3.541 2.467 -2.165  0.13
H: -2.116 -0.201 -2.655  0.11
H: -2.978 0.758 -3.869  0.11
H: -4.374 -1.135 -2.974  0.11
H: -5.098 0.443 -2.631  0.11
H: -3.428 -1.237 -0.709  0.09
H: -5.170 -0.959 -0.595  0.12
H: -3.882 0.582 0.942  0.10
H: -4.819 1.465 -0.286  0.13
H: -0.675 0.162 -0.507  0.11
H: 0.725 -2.728 1.004  0.12
H: -2.111 -3.349 1.493  0.12
H: -0.822 -3.326 2.723  0.13
H: -1.823 -0.869 1.211  0.11

> Which formula does entry 2 have?

C3H4N4O